1.
Density functional theory data (ωB97M-V/def2-TZVPD) for a molecular structure, C24H18BN12SeSr at a distorted geometry.

As for the orbital gap (alpha / beta): 5.0 / 2.0 eV. As for the relative energy (zero: lowest compared OMol25 entry of this formula, charge and spin): 22.47 kJ/mol.

ORCA input file:
```
! wB97M-V def2-TZVPD RIJCOSX def2/J DEFGRID3
* xyz 2 2
Sr -0.0042 -0.0612 -1.2200
C 4.6574 0.3225 -1.1278
C 3.5272 -0.3222 -1.6115
N 2.4181 0.1432 -1.0340
N 2.8225 1.1092 -0.1605
C 4.1630 1.2194 -0.2045
B 1.9029 1.9168 0.8296
N 1.1011 0.9383 1.7604
C 1.0175 0.8886 3.0968
C 0.0496 -0.0346 3.4499
C -0.4246 -0.5073 2.2354
N 0.1991 0.0767 1.2092
N 0.8441 2.7981 0.0581
C 0.3455 3.9742 0.4735
C -0.6214 4.3950 -0.4174
C -0.6579 3.3841 -1.3721
N 0.2136 2.4148 -1.0839
N 2.7876 2.8541 1.6046
C 3.3115 4.0301 1.1617
C 4.3606 4.3607 1.9767
C 4.4030 3.3198 2.9231
N 3.5074 2.3895 2.6653
H 5.6851 0.1647 -1.4012
H 3.4601 -1.0928 -2.3655
H 4.6760 1.9215 0.4313
H 1.6748 1.4939 3.6950
H -0.2493 -0.3173 4.4431
H -1.1884 -1.2486 2.0469
H 0.7187 4.4371 1.3715
H -1.1859 5.3096 -0.3879
H -1.2465 3.3235 -2.2765
H 2.9175 4.5282 0.2907
H 4.9797 5.2387 1.9190
H 5.0737 3.1932 3.7575
Se -5.7376 -5.8071 -1.2174
N -5.8194 -4.0272 -1.2143
C -4.5924 -3.5924 -1.2057
C -4.2235 -2.1998 -1.1939
C -5.1921 -1.1904 -1.1624
C -4.7800 0.1247 -1.1284
C -3.4174 0.3855 -1.1383
N -2.4832 -0.5752 -1.1871
C -2.8669 -1.8497 -1.2025
C -1.7935 -2.9204 -1.2024
N -0.5207 -2.5334 -1.1924
C 0.4444 -3.4633 -1.1396
C 0.1890 -4.8270 -1.1218
C -1.1246 -5.2436 -1.1538
C -2.1382 -4.2789 -1.1889
C -3.5282 -4.6529 -1.2022
N -3.9591 -5.8821 -1.2080
H -6.2426 -1.4497 -1.1570
H -5.4894 0.9384 -1.0909
H -3.0536 1.4070 -1.1002
H 1.4643 -3.0958 -1.1043
H 1.0056 -5.5329 -1.0807
H -1.3798 -6.2951 -1.1440
*
```

***

2.
Density functional theory data (ωB97M-V/def2-TZVPD) for a molecular structure, C4H9F6NNbO at a distorted geometry.

As for the orbital gap: 7.2 eV.

ORCA input file:
```
! wB97M-V def2-TZVPD RIJCOSX def2/J DEFGRID3
* xyz -1 1
N 1.9996 2.3459 -0.4939
Nb 1.5715 0.1983 -0.5644
C -0.6504 0.6852 -0.6593
C -1.6213 -0.2776 0.2440
O -2.9883 -0.1719 -0.3671
C -1.8271 0.2626 1.8103
F -2.5414 1.5630 1.7914
F -2.6120 -0.8375 2.4860
F -0.5589 0.3756 2.5661
C 1.2497 -2.0575 -0.5473
F 2.6050 -2.6772 -0.7970
F 0.8340 -2.6056 0.7981
F 0.3869 -2.5181 -1.6603
H 1.1167 2.7460 -0.0561
H 2.7261 2.4546 0.2752
H 1.5928 0.2467 -2.3854
H 3.3664 -0.0582 -0.5790
H 1.6310 0.2142 1.2509
H -0.8619 1.8294 -0.4125
H -0.9967 0.5510 -1.7912
H -1.3579 -1.4218 0.2100
H -3.0639 -0.8471 -1.1184
*
```

***

3.
Density functional theory data (ωB97M-V/def2-TZVPD) for a molecular structure, C29H39FeN2O8SSi at a distorted geometry.

As for the orbital gap (alpha / beta): 7.0 / 6.2 eV. As for the relative energy (zero: lowest compared OMol25 entry of this formula, charge and spin): 143.74 kJ/mol.

ORCA input file:
```
! wB97M-V def2-TZVPD RIJCOSX def2/J DEFGRID3
* xyz 0 6
Fe 0.0962 0.9242 2.0506
O 1.6895 -2.9691 3.8804
C 1.1385 -1.7807 3.6294
O 0.0997 -1.6188 3.0396
C 1.9035 -0.6292 4.1862
C 2.9603 -0.7498 5.0614
C 3.5282 0.4247 5.5541
C 3.0040 1.6450 5.1808
C 1.9299 1.6692 4.2995
N 1.4200 0.5543 3.7967
C 1.1804 2.9256 3.8907
O 1.6110 4.0032 4.2484
O 0.1218 2.6560 3.2252
H 1.1292 -3.6431 3.4620
H 3.3167 -1.7238 5.3598
H 4.3643 0.3730 6.2386
H 3.3867 2.5854 5.5495
C -2.7409 2.2821 2.0733
C -1.9432 2.9071 0.9662
C -2.5160 3.8687 0.1032
C -1.7589 4.4024 -0.8938
C -0.4081 4.0157 -1.0421
C 0.4243 4.5303 -2.0622
C 1.7316 4.1470 -2.1217
C 2.2621 3.2536 -1.1682
C 1.4822 2.7076 -0.1752
S 2.1831 1.6378 1.0016
C 0.1044 3.0829 -0.1227
N -0.6906 2.5391 0.8440
H -3.7928 2.5522 2.0147
H -2.3365 2.6101 3.0324
H -2.6746 1.1908 2.0233
H -3.5475 4.1595 0.2439
H -2.1778 5.1304 -1.5785
H 0.0115 5.2311 -2.7768
H 2.3766 4.5354 -2.8989
H 3.3120 2.9940 -1.2008
C -3.2140 -0.9257 -3.1280
C -2.4969 -0.2994 -1.9423
C -1.9865 1.0886 -2.2958
C -3.4251 -0.2401 -0.7360
O -1.3906 -1.1618 -1.6596
Si -0.1177 -1.0809 -0.6190
O -0.3934 -0.1776 0.6827
O 1.2053 -0.4819 -1.3669
C 1.8797 -0.8204 -2.5803
C 2.0165 -2.3291 -2.7438
C 3.2558 -0.1780 -2.4735
C 1.1141 -0.2282 -3.7568
O 0.2189 -2.6521 -0.2682
C -0.6251 -3.7829 -0.0415
C 0.2428 -4.7985 0.6866
C -1.0703 -4.3550 -1.3827
C -1.8391 -3.4067 0.7985
H -4.1033 -0.3499 -3.3899
H -3.5169 -1.9455 -2.8870
H -2.5538 -0.9591 -3.9957
H -2.8179 1.7590 -2.5217
H -1.3270 1.0424 -3.1609
H -1.4249 1.5022 -1.4608
H -4.2301 0.4769 -0.9090
H -2.8680 0.0641 0.1488
H -3.8691 -1.2187 -0.5463
H 2.5420 -2.7627 -1.8925
H 2.5760 -2.5454 -3.6554
H 1.0404 -2.8097 -2.8135
H 3.7282 -0.4685 -1.5350
H 3.1689 0.9089 -2.4902
H 3.8918 -0.4902 -3.3039
H 0.1263 -0.6825 -3.8422
H 1.6569 -0.3957 -4.6893
H 0.9922 0.8467 -3.6116
H 1.1139 -5.0519 0.0822
H -0.3155 -5.7110 0.8997
H 0.6078 -4.3787 1.6263
H -0.2019 -4.6365 -1.9808
H -1.6438 -3.6170 -1.9412
H -1.6866 -5.2429 -1.2280
H -1.5376 -2.8536 1.6848
H -2.3846 -4.3036 1.0982
H -2.5185 -2.7717 0.2271
*
```

***

4.
Density functional theory data (ωB97M-V/def2-TZVPD) for a molecular structure, C5H9O3Zn at a distorted geometry.

As for the orbital gap: 5.1 eV. As for the relative energy (zero: lowest compared OMol25 entry of this formula, charge and spin): 0.00 kJ/mol.

ORCA input file:
```
! wB97M-V def2-TZVPD RIJCOSX def2/J DEFGRID3
* xyz 3 1
H -1.7255 -0.4388 0.6243
O -0.8854 0.4876 -0.9077
O 0.8594 0.0700 0.4265
O 0.0474 2.1790 0.1917
C -2.0721 -0.2559 -0.4635
C 2.0655 0.4169 0.6463
C -2.3708 -1.4269 -1.3470
C 2.9647 -0.4999 1.2859
C -0.1122 0.9911 -0.0245
H -2.8533 0.5080 -0.4500
H 2.3571 1.4402 0.3732
H -2.3795 -2.3231 -0.7121
H -3.3627 -1.3248 -1.8049
H -1.6129 -1.5545 -2.1293
H 3.8664 -0.5384 0.6436
H 3.3279 -0.0054 2.2060
H 2.5335 -1.4863 1.4675
Zn -0.6477 3.7610 -0.0260
*
```

***

5.
Density functional theory data (ωB97M-V/def2-TZVPD) for a single CH3F2OP molecule at a distorted geometry.

As for the orbital gap: 11.5 eV. As for the relative energy (zero: lowest compared OMol25 entry of this formula, charge and spin): 74.74 kJ/mol. The SMILES is COP(F)F.

ORCA input file:
```
! wB97M-V def2-TZVPD RIJCOSX def2/J DEFGRID3
* xyz 0 1
C -1.1800 -0.0353 -0.0654
O 0.0452 -0.3687 0.5256
F 2.4603 -0.9940 0.1136
F 1.9401 1.3025 0.3046
P 1.4227 0.0030 -0.5831
H -1.7057 -0.9484 -0.6248
H -1.2634 0.9656 -0.5929
H -1.7191 0.0752 0.9224
*
```

***

6.
Density functional theory data (ωB97M-V/def2-TZVPD) for a gas-phase ion, C16H10F3N2O4S (charge -1) at a distorted geometry.

As for the orbital gap: 5.8 eV. As for the relative energy (zero: lowest compared OMol25 entry of this formula, charge and spin): 71.54 kJ/mol. The SMILES is O=C1C2=C[C@H]([C@@H](c3ccccc3)[N+](=O)[O-])C=CC2=C([O-])N1SC(F)(F)F.

ORCA input file:
```
! wB97M-V def2-TZVPD RIJCOSX def2/J DEFGRID3
* xyz -1 1
C 0.2499 -0.3392 2.6579
N 1.2199 0.1329 3.8952
O 1.4199 -0.7684 4.7259
O 1.7415 1.2613 3.9289
C -1.0802 -0.3986 3.4274
C -1.7571 0.7522 3.9014
C -2.7480 0.6596 4.8914
C -3.0438 -0.5710 5.5090
C -2.4123 -1.7148 5.0068
C -1.5255 -1.6381 3.9196
H 0.4705 -2.4818 3.2360
H -1.4830 1.7374 3.5091
H -3.2265 1.5737 5.2436
H -3.7447 -0.6231 6.3500
H -2.5819 -2.6833 5.4910
H -1.1540 -2.6010 3.5609
F 1.4120 1.8821 -4.1568
C 1.4225 0.6573 -3.5530
F 0.4240 -0.1144 -4.1058
F 2.6027 0.0520 -3.8588
S 1.1655 0.8651 -1.7067
N 1.3858 -1.0199 -1.8514
C 2.5795 -1.3313 -1.1432
O 3.6971 -0.9146 -1.3924
C 2.1403 -2.0939 0.0051
C 0.7429 -2.1371 0.0230
C 0.0325 -2.1775 1.1799
C 0.7455 -1.8177 2.4240
C 2.2041 -1.9569 2.4010
C 2.8457 -2.1200 1.2227
C 0.1907 -1.4654 -1.1704
O -0.9267 -1.2256 -1.4974
H -1.0349 -2.3685 1.1412
H 0.3925 0.4176 1.8822
H 2.6941 -2.0876 3.3717
H 3.9272 -2.2371 1.1411
*
```

***

7.
Density functional theory data (ωB97M-V/def2-TZVPD) for 2 unconnected molecules or ions with the total composition C2H2N2 at a distorted geometry.

As for the orbital gap: 13.3 eV. As for the relative energy (zero: lowest compared OMol25 entry of this formula, charge and spin): 28.54 kJ/mol. The SMILES is C#N.C#N.

ORCA input file:
```
! wB97M-V def2-TZVPD RIJCOSX def2/J DEFGRID3
* xyz 0 1
C -1.2886 -1.4471 -0.0219
C 2.6429 -0.5936 0.2899
N -2.1933 -2.1316 -0.2479
N 1.9953 0.2984 0.0220
H -0.3576 -0.9881 0.3114
H 3.2353 -1.4633 0.5036
*
```